Record 1
Entry from OMol25: a molecular structure, C3H8INOP2 (wB97M-V/def2-TZVPD).

```
16
Properties=species:S:1:pos:R:3:lowdin_charge:R:1
C 0.82 -1.54 0.51 -0.7449
C -1.03 2.00 0.67 -0.1393
C -0.72 0.51 0.64 -0.7331
N 0.40 -0.04 0.12 -0.4445
O 0.59 -1.86 1.57 0.1061
P 1.84 -2.21 -0.82 0.7955
P 0.84 0.39 -1.49 0.7753
I -2.64 -0.45 -0.24 0.5572
H -0.14 2.49 0.37 0.0462
H -1.81 2.27 -0.03 0.0418
H -1.24 2.33 1.60 0.0378
H -0.88 0.05 1.61 0.0537
H 2.37 -3.17 0.00 -0.1141
H 0.85 -3.10 -1.35 -0.0551
H 1.31 1.62 -1.14 -0.1177
H -0.56 0.71 -2.03 -0.0650
```

energy = -1229.41748 Eh
gap between HOMO and LUMO = 8.7 eV
ΔE to the lowest compared entry with this formula, charge and spin = 157.2 kJ/mol

***

Record 2
Entry from OMol25: a molecular structure, C3H8INS (wB97M-V/def2-TZVPD).

```
14
Properties=species:S:1:pos:R:3:lowdin_charge:R:1
C -0.01 -0.97 -1.03 -0.1552
C 1.39 0.91 1.07 -0.3961
C -0.58 0.36 -0.91 -0.5815
N -1.88 0.32 0.50 -0.6200
S 0.64 1.63 -0.41 0.7963
I -3.84 0.13 -0.01 0.6120
H -0.72 -1.62 -1.33 0.0457
H 0.43 -1.30 -0.10 0.0638
H 0.82 -0.88 -1.69 0.0791
H 1.07 -0.14 1.17 0.0200
H 0.89 1.40 1.92 0.0276
H 2.53 1.08 0.94 0.0700
H -1.14 0.88 -1.71 0.0696
H -1.57 1.31 0.79 -0.0313
```

energy = -869.63764 Eh
gap between HOMO and LUMO = 8.5 eV
ΔE to the lowest compared entry with this formula, charge and spin = 144.3 kJ/mol

***

Record 3
Entry from OMol25: 2 unconnected molecules or ions with the total composition C3H8IO (wB97M-V/def2-TZVPD).

```
13
Properties=species:S:1:pos:R:3:lowdin_charge:R:1
I 4.29 -0.80 0.58 0.1660
C 0.10 -1.02 -0.47 -0.0820
C -0.08 0.43 -0.14 -0.5243
C -1.55 0.80 0.15 -0.0445
O 0.69 0.75 0.97 -0.0593
H -0.33 -1.30 -1.43 0.0822
H -0.33 -1.72 0.24 0.0866
H 1.14 -1.31 -0.56 0.0372
H 0.33 0.97 -1.00 0.1324
H -2.26 0.69 -0.67 0.0774
H -1.59 1.83 0.49 0.0712
H -1.97 0.33 1.04 0.0780
H 1.55 0.35 0.81 -0.0209
```

energy = -491.99486 Eh
2S+1 = 2
gap between HOMO and LUMO (spin up / spin down) = 10.9 / 6.4 eV
ΔE to the lowest compared entry with this formula, charge and spin = 0.0 kJ/mol

***

Record 4
Entry from OMol25: 2 unconnected molecules or ions with the total composition C3H8N2 (wB97M-V/def2-TZVPD).

```
13
Properties=species:S:1:pos:R:3:lowdin_charge:R:1
C 2.06 0.17 0.01 -0.0322
C 1.44 -1.00 -0.19 -0.2996
N 1.25 -2.00 0.78 0.0197
H 2.62 0.32 0.91 0.0440
H 1.83 0.91 -0.74 0.0381
H 0.96 -1.27 -1.13 0.0936
H 1.47 -1.73 1.70 0.0642
H 0.36 -2.47 0.74 0.0708
C -2.34 1.42 -0.81 -0.1540
N -2.18 1.88 0.35 0.0124
H -2.07 2.03 -1.67 0.0517
H -2.84 0.47 -1.01 0.0586
H -2.57 1.27 1.07 0.0326
```

energy = -228.54809 Eh
gap between HOMO and LUMO = 9.1 eV
SMILES string = C=CN.C=N
ΔE to the lowest compared entry with this formula, charge and spin = 264.0 kJ/mol

***

Record 5
Entry from OMol25: a single C3H8N2 molecule (wB97M-V/def2-TZVPD).

```
13
Properties=species:S:1:pos:R:3:lowdin_charge:R:1
C -0.44 0.02 -0.68 -0.3732
C 0.99 -0.18 -0.42 -0.2482
C -0.20 0.82 0.49 -0.3418
H -0.95 -1.47 0.72 0.1345
H -2.20 -1.16 -0.68 0.0616
H -0.48 0.37 -1.71 0.1517
H 1.18 -1.19 0.14 0.1518
H 1.64 -0.08 -1.33 0.1188
H 1.54 1.10 1.35 0.1278
H -0.80 1.75 0.74 0.1288
H -0.24 0.21 1.40 0.1037
N -1.22 -1.25 -0.37 0.0043
N 1.19 1.07 0.35 -0.0200
```

energy = -228.48507 Eh
gap between HOMO and LUMO = 10.0 eV
ΔE to the lowest compared entry with this formula, charge and spin = 429.5 kJ/mol

***

Record 6
Entry from OMol25: a single C3H8N2O molecule (wB97M-V/def2-TZVPD).

```
14
Properties=species:S:1:pos:R:3:lowdin_charge:R:1
C 0.23 1.83 1.27 -0.0006
C -0.32 0.65 0.60 -0.5512
O -1.08 -0.06 1.12 0.1012
N 0.09 0.20 -0.69 0.0316
C -0.45 -0.99 -1.18 -0.3481
N 0.13 -2.23 -0.61 -0.0116
H 1.20 1.68 1.81 0.1092
H 0.72 2.44 0.52 0.0728
H -0.51 2.33 1.85 0.0796
H 0.86 0.61 -1.21 0.1351
H -1.41 -1.25 -1.13 0.0696
H -0.21 -0.94 -2.33 0.1488
H 1.12 -1.92 -0.32 0.0982
H -0.36 -2.36 0.30 0.0653
```

energy = -303.82791 Eh
gap between HOMO and LUMO = 10.1 eV
SMILES string = CC(=O)NCN
ΔE to the lowest compared entry with this formula, charge and spin = 168.6 kJ/mol

***

Record 7
Entry from OMol25: a single C3H8N2O molecule (wB97M-V/def2-TZVPD).

```
14
Properties=species:S:1:pos:R:3:lowdin_charge:R:1
C 1.07 -0.40 1.44 -0.0476
C 0.04 -0.28 0.33 -0.3527
C 0.30 0.68 -0.83 -0.2278
O 1.57 1.30 -0.66 -0.0902
N -1.05 -0.89 0.46 -0.0274
N -2.03 -0.75 -0.50 -0.0044
H 2.07 -0.69 1.06 0.0797
H 0.77 -1.15 2.17 0.0713
H 1.21 0.60 1.92 0.0898
H -0.49 1.45 -0.88 0.1107
H 0.23 0.13 -1.81 0.1355
H 1.80 1.68 -1.56 0.1205
H -2.94 -1.08 -0.15 0.0838
H -2.13 0.20 -0.81 0.0588
```

energy = -303.80623 Eh
gap between HOMO and LUMO = 9.4 eV
SMILES string = C/C(CO)=N/N
ΔE to the lowest compared entry with this formula, charge and spin = 225.5 kJ/mol

***

Record 8
Entry from OMol25: a single C3H8N2O molecule (wB97M-V/def2-TZVPD).

```
14
Properties=species:S:1:pos:R:3:lowdin_charge:R:1
C 1.31 -1.05 -0.15 -0.1052
N 0.14 -0.30 -0.54 -0.2242
C 0.43 1.14 -0.61 -0.0805
N -0.77 -0.51 0.46 -0.0118
C -1.99 0.05 0.45 -0.4048
O -2.54 0.63 -0.43 0.0451
H 1.37 -2.15 -0.15 0.0915
H 2.16 -0.59 -0.82 0.1213
H 1.68 -0.79 0.80 0.0464
H 1.13 1.47 -1.36 0.0813
H -0.49 1.61 -0.78 0.0442
H 0.68 1.62 0.39 0.1136
H -0.54 -0.94 1.38 0.1553
H -2.57 -0.19 1.35 0.1278
```

energy = -303.78750 Eh
gap between HOMO and LUMO = 9.8 eV
SMILES string = CN(C)NC=O
ΔE to the lowest compared entry with this formula, charge and spin = 274.7 kJ/mol

***

Record 9
Entry from OMol25: a single C3H8N2O molecule (wB97M-V/def2-TZVPD).

```
14
Properties=species:S:1:pos:R:3:lowdin_charge:R:1
N -2.60 0.18 1.24 -0.0266
C -1.21 0.42 0.89 -0.2953
C -0.79 -0.20 -0.43 -0.1902
N 0.57 0.19 -0.93 0.0182
C 1.73 -0.24 -0.33 -0.3915
O 2.85 -0.34 -0.77 0.0218
H -2.79 -0.63 1.91 0.1027
H -2.87 0.96 1.81 0.0541
H -1.05 1.51 0.87 0.1240
H -0.55 -0.14 1.57 0.0995
H -1.53 0.01 -1.17 0.1066
H -0.63 -1.29 -0.43 0.1168
H 0.64 0.13 -1.93 0.1260
H 1.67 -0.27 0.79 0.1337
```

energy = -303.83200 Eh
gap between HOMO and LUMO = 10.6 eV
SMILES string = NCCNC=O
ΔE to the lowest compared entry with this formula, charge and spin = 157.9 kJ/mol

***

Record 10
Entry from OMol25: 3 unconnected molecules or ions with the total composition C3H8N2O (wB97M-V/def2-TZVPD).

```
14
Properties=species:S:1:pos:R:3:lowdin_charge:R:1
C -0.40 0.29 -0.44 -0.3622
C 0.19 -0.84 0.14 -0.0942
C 2.11 -0.15 -0.14 0.0062
O -0.52 1.47 0.25 -0.0139
N -2.25 -0.71 -0.22 -0.0153
N -3.08 0.08 0.14 -0.0581
H -0.55 1.28 1.20 0.1144
H -0.29 0.47 -1.50 0.1329
H -2.74 1.08 0.29 0.0439
H 0.08 -0.98 1.22 0.0913
H 0.24 -1.74 -0.45 0.0888
H 2.20 0.91 0.07 0.0241
H 2.38 -0.40 -1.16 0.0258
H 2.62 -0.76 0.60 0.0162
```

energy = -303.68059 Eh
gap between HOMO and LUMO = 7.8 eV
ΔE to the lowest compared entry with this formula, charge and spin = 555.4 kJ/mol

***

Record 11
Entry from OMol25: a single C3H8N2O molecule (wB97M-V/def2-TZVPD).

```
14
Properties=species:S:1:pos:R:3:lowdin_charge:R:1
H -0.80 2.21 -0.40 0.1074
N -0.18 1.51 0.16 0.0769
C -0.74 0.34 0.15 -0.5149
N -2.15 -0.08 0.01 0.0482
C 0.23 -0.71 0.53 -0.1885
C 1.52 -0.52 -0.38 -0.2606
O 2.34 0.60 0.13 -0.1754
H -2.46 -1.05 -0.61 0.1798
H -2.82 0.61 -0.37 0.0612
H 0.52 -0.52 1.69 0.1586
H -0.38 -1.83 0.51 0.1584
H 2.16 -1.48 -0.21 0.1239
H 1.13 -0.46 -1.48 0.1286
H 1.63 1.38 0.28 0.0965
```

energy = -303.77160 Eh
gap between HOMO and LUMO = 10.4 eV
SMILES string = [H]/N=C(\N)CCO
ΔE to the lowest compared entry with this formula, charge and spin = 316.4 kJ/mol

***

Record 12
Entry from OMol25: a single C3H8N2O molecule (wB97M-V/def2-TZVPD).

```
14
Properties=species:S:1:pos:R:3:lowdin_charge:R:1
C 1.14 -0.22 -0.02 -0.2153
C -1.51 -0.98 0.89 -0.1619
C 0.23 1.62 -1.16 0.0321
O 1.21 -1.50 0.47 -0.0037
N 0.05 0.51 0.00 -0.2140
N -1.17 0.32 0.37 -0.0813
H 2.09 -1.67 0.83 0.1023
H 2.07 0.25 -0.33 0.1186
H -1.26 -1.80 0.19 0.0719
H -2.59 -0.98 1.07 0.0636
H -1.00 -1.19 1.84 0.0681
H -0.79 1.84 -1.42 0.0709
H 0.71 2.48 -0.70 0.0687
H 0.81 1.30 -2.04 0.0799
```

energy = -303.72504 Eh
gap between HOMO and LUMO = 7.5 eV
ΔE to the lowest compared entry with this formula, charge and spin = 438.7 kJ/mol

***

Record 13
Entry from OMol25: 2 unconnected molecules or ions with the total composition C3H8N2O (wB97M-V/def2-TZVPD).

```
14
Properties=species:S:1:pos:R:3:lowdin_charge:R:1
C 1.66 1.41 -0.94 -0.1114
N 0.59 0.59 -0.40 -0.0030
C -0.54 0.71 -0.87 -0.4074
O -1.47 1.04 -1.52 0.1043
H 1.27 2.23 -1.55 0.0807
H 2.22 1.82 -0.10 0.0707
H 2.34 0.79 -1.53 0.0771
C -0.39 -1.36 1.30 -0.1632
N -1.41 -0.82 0.41 -0.0544
H -0.72 -2.27 1.82 0.0692
H 0.52 -1.57 0.72 0.0661
H -0.10 -0.59 2.02 0.0779
H -1.74 -1.50 -0.27 0.0962
H -2.23 -0.48 0.90 0.0971
```

energy = -303.82906 Eh
gap between HOMO and LUMO = 10.3 eV
SMILES string = CN=C=O.CN
ΔE to the lowest compared entry with this formula, charge and spin = 165.6 kJ/mol

***

Record 14
Entry from OMol25: a molecular structure, C3H8N2O (wB97M-V/def2-TZVPD).

```
14
Properties=species:S:1:pos:R:3:lowdin_charge:R:1
C 0.88 1.53 0.72 -0.2141
C 0.41 0.10 1.15 -0.3410
C -1.23 -1.41 -1.48 -0.0835
H 0.16 0.93 -1.24 0.2322
H 1.78 1.55 0.10 0.0782
H 0.94 2.49 1.50 0.1572
H 1.14 -0.36 1.87 0.1296
H -0.69 0.32 1.55 0.1522
H 0.41 -1.84 0.49 0.1783
H -1.72 -1.27 -2.51 0.0883
H -1.52 -2.52 -1.12 0.1075
N 0.31 -0.78 0.18 -0.1004
N -0.67 -0.52 -0.86 -0.0875
O -0.19 1.79 -0.35 -0.2969
```

energy = -303.64199 Eh
gap between HOMO and LUMO = 9.3 eV
ΔE to the lowest compared entry with this formula, charge and spin = 656.7 kJ/mol

***

Record 15
Entry from OMol25: 2 unconnected molecules or ions with the total composition C3H8N2O (wB97M-V/def2-TZVPD).

```
14
Properties=species:S:1:pos:R:3:lowdin_charge:R:1
C -0.52 -3.04 -1.24 -0.0840
N -0.45 -1.90 -0.67 -0.0871
C 0.23 -0.85 -1.43 -0.1573
H -0.98 -3.78 -0.58 0.0606
H 0.08 -3.34 -2.10 0.0701
H 0.84 -0.33 -0.69 0.0450
H -0.51 -0.23 -1.94 0.0806
H 0.92 -1.20 -2.22 0.0689
N 0.92 1.22 1.62 0.1150
C 0.38 2.19 0.86 -0.4427
O -0.82 2.40 0.93 -0.0076
H 1.88 1.10 1.87 0.0954
H 0.10 0.82 2.06 0.1149
H 0.99 2.78 0.15 0.1280
```

energy = -303.81363 Eh
gap between HOMO and LUMO = 10.9 eV
SMILES string = C=NC.NC=O
ΔE to the lowest compared entry with this formula, charge and spin = 206.1 kJ/mol

***

Record 16
Entry from OMol25: a single C3H8N2O molecule (wB97M-V/def2-TZVPD).

```
14
Properties=species:S:1:pos:R:3:lowdin_charge:R:1
H 2.33 1.54 0.10 0.0415
N 2.47 0.61 -0.31 0.0953
C 1.45 -0.09 -0.44 -0.2781
N 0.09 0.21 -0.16 -0.1756
C -0.29 0.98 1.01 -0.0612
C -0.93 -0.63 -0.70 -0.2841
O -1.12 -1.76 0.13 -0.0447
H 1.46 -1.11 -0.84 0.1192
H 0.56 1.57 1.35 0.0744
H -0.62 0.32 1.82 0.0891
H -1.10 1.67 0.76 0.0852
H -1.87 -0.05 -0.77 0.1283
H -0.64 -0.94 -1.71 0.1248
H -1.79 -2.34 -0.25 0.0857
```

energy = -303.82666 Eh
gap between HOMO and LUMO = 9.8 eV
SMILES string = [H]/N=C\N(C)CO
ΔE to the lowest compared entry with this formula, charge and spin = 171.9 kJ/mol

***

Record 17
Entry from OMol25: a molecular structure, C3H8N2O (wB97M-V/def2-TZVPD).

```
14
Properties=species:S:1:pos:R:3:lowdin_charge:R:1
C 0.93 1.06 0.57 -0.0322
N -0.96 -0.50 1.08 -0.0605
C -0.10 0.05 0.20 -0.3804
N 0.63 -1.07 -1.90 0.0282
C -0.37 -0.61 -1.01 -0.2523
O -1.51 0.48 2.00 -0.0656
H -1.70 -0.05 2.79 0.0809
H -1.38 -1.19 0.08 0.1930
H 0.64 -0.64 -2.81 0.0707
H 1.56 -1.11 -1.51 0.0708
H -1.31 -0.38 -1.50 0.1099
H 1.41 0.82 1.53 0.0809
H 0.47 2.04 0.68 0.0843
H 1.69 1.12 -0.21 0.0725
```

energy = -303.70025 Eh
gap between HOMO and LUMO = 8.5 eV
ΔE to the lowest compared entry with this formula, charge and spin = 503.8 kJ/mol

***

Record 18
Entry from OMol25: a single C3H8N2O molecule (wB97M-V/def2-TZVPD).

```
14
Properties=species:S:1:pos:R:3:lowdin_charge:R:1
C 1.24 1.05 1.63 -0.0955
N 0.22 1.09 0.55 -0.0202
C -0.34 -0.16 0.24 -0.4820
O -0.40 -1.05 1.05 0.0938
C -0.44 -0.43 -1.25 -0.2043
N -1.26 -1.57 -1.54 0.0044
H 1.52 2.08 1.79 0.0762
H 2.06 0.42 1.29 0.0756
H 0.95 0.55 2.55 0.0745
H -0.23 1.98 0.68 0.1145
H -0.84 0.44 -1.76 0.1062
H 0.57 -0.62 -1.57 0.1232
H -0.79 -2.31 -2.03 0.0665
H -2.25 -1.46 -1.63 0.0672
```

energy = -303.82996 Eh
gap between HOMO and LUMO = 9.8 eV
SMILES string = CNC(=O)CN
ΔE to the lowest compared entry with this formula, charge and spin = 163.2 kJ/mol